Record 1
The following is a quantum chemistry calculation of a molecular structure, C22H16BrCo2N2O6, from the OMol25 dataset.

- highest occupied orbital energy (eV) = -3.3
- gap between HOMO and LUMO (eV) = 5.6
- charge = -1

Element x y z (Å)
O (-4.07557, 1.35948, -1.91012)
C (-3.05350, 0.86272, -1.70262)
Co (-1.52787, 0.18549, -1.16680)
C (-0.53811, 1.69362, -1.33000)
O (0.01350, 2.65224, -1.66969)
C (-1.99761, -0.83296, 0.22529)
O (-2.50655, -1.46867, 1.05123)
C (-0.79447, -1.39686, -2.01200)
C (-1.88179, -2.29521, -2.50154)
C (-2.36189, -3.36876, -1.70536)
C (-3.55910, -4.02241, -2.00842)
C (-4.28920, -3.66185, -3.14511)
C (-3.80310, -2.65289, -3.98750)
C (-2.60977, -1.98287, -3.68521)
C (0.23609, -0.53085, -2.40739)
C (0.66215, 0.49856, -3.16409)
Co (0.81127, -1.58693, -1.09080)
C (0.33135, -1.76270, 0.65190)
O (0.31177, -1.93985, 1.80169)
C (2.46253, -1.00360, -1.31794)
O (3.56368, -0.73089, -1.58117)
C (1.45940, -3.11184, -1.63317)
O (1.98088, -4.10094, -1.93550)
H (-1.80267, -3.62999, -0.80452)
H (-3.91436, -4.81683, -1.34696)
H (-5.19685, -4.19416, -3.40348)
H (-4.33279, -2.38203, -4.91054)
H (-2.25648, -1.13988, -4.29872)
H (1.72859, 0.68869, -3.28371)
H (-0.03323, 0.96297, -3.86674)
C (3.77868, 2.68009, 4.23660)
N (2.33155, 2.63352, 4.03593)
C (1.54119, 3.42334, 4.96666)
C (1.84156, 2.21165, 2.82398)
C (0.50655, 1.72271, 2.69538)
Br (-0.59227, 1.27063, 4.20227)
C (0.08677, 1.18423, 1.48523)
N (0.84873, 1.10514, 0.37746)
C (2.07922, 1.61479, 0.47057)
C (2.62677, 2.10291, 1.65466)
H (4.24032, 1.83204, 3.70518)
H (4.16876, 3.63144, 3.83646)
H (4.02799, 2.63527, 5.30600)
H (0.49979, 3.48740, 4.64205)
H (1.56805, 3.01564, 5.98492)
H (1.95475, 4.43762, 5.04013)
H (-0.92037, 0.77770, 1.40943)
H (2.70619, 1.58882, -0.42030)
H (3.67949, 2.35429, 1.68633)

Record 2
The following is a quantum chemistry calculation of a molecular structure, CH2Br3NO2S, from the OMol25 dataset.

- highest occupied orbital energy (spin up / spin down) (eV) = -10.9 / -9.3
- gap between HOMO and LUMO (spin up / spin down) (eV) = 9.0 / 5.4

Element x y z (Å)
C (-0.41706, 2.66948, -0.99591)
N (-0.41946, 0.06077, -0.02014)
O (-0.95696, 1.80982, 1.46842)
O (-2.65974, 1.11038, -0.18817)
S (-1.30350, 1.39784, 0.16064)
Br (2.82570, 0.52188, 2.01911)
Br (-1.40616, 4.09123, -1.52854)
Br (1.26415, 3.18253, -0.29229)
H (0.45592, 0.25211, 0.32080)
H (-0.39612, -0.41091, -0.83063)

Record 3
The following is a quantum chemistry calculation of C13H19N3S in the gas phase, from the OMol25 dataset.

- highest occupied orbital energy (eV) = -7.7
- gap between HOMO and LUMO (eV) = 8.4
- structure (SMILES) = CCCN1CNC(=S)N(c2cccc(C)c2)C1

Element x y z (Å)
C (1.24049, 3.78237, -0.98389)
C (2.41162, 2.85327, -1.27448)
C (2.04993, 1.81626, -2.33789)
N (0.88362, 1.04018, -1.95514)
C (0.21034, 0.42812, -3.07309)
N (-0.90003, -0.35059, -2.58375)
C (-1.13522, -0.65229, -1.28530)
S (-2.57097, -1.36542, -0.88485)
N (-0.12672, -0.40914, -0.41359)
C (-0.26350, -0.54265, 0.98463)
C (-1.35599, -0.00269, 1.64986)
C (-1.45046, -0.13735, 3.02286)
C (-0.46105, -0.78920, 3.73531)
C (0.64434, -1.32230, 3.08219)
C (1.70769, -2.03871, 3.85862)
C (0.73244, -1.19402, 1.70466)
C (1.14154, 0.02667, -0.95731)
H (0.38123, 3.20310, -0.65823)
H (0.96371, 4.33620, -1.87767)
H (1.50208, 4.49270, -0.20392)
H (3.26530, 3.42833, -1.63839)
H (2.71983, 2.35664, -0.35313)
H (2.91625, 1.16432, -2.54322)
H (1.79833, 2.34067, -3.26288)
H (-0.16054, 1.21781, -3.73783)
H (0.88978, -0.23126, -3.66080)
H (-1.66731, -0.53841, -3.20962)
H (-2.12478, 0.50983, 1.09537)
H (-2.30268, 0.27736, 3.53987)
H (-0.54315, -0.88923, 4.80780)
H (2.05285, -1.42520, 4.68926)
H (2.55755, -2.28378, 3.22666)
H (1.30853, -2.96409, 4.27275)
H (1.57690, -1.62045, 1.18195)
H (1.73257, 0.45311, -0.14620)
H (1.69081, -0.83728, -1.39013)

Record 4
The following is a quantum chemistry calculation of 2 unconnected molecules or ions with the total composition BrFH2NPS, from the OMol25 dataset.

- highest occupied orbital energy (spin up / spin down) (eV) = -9.8 / -9.8
- gap between HOMO and LUMO (spin up / spin down) (eV) = 6.6 / 6.6

Element x y z (Å)
N (0.77651, 0.16969, 0.41103)
F (0.19015, 0.90245, -2.18107)
P (-0.70105, -0.36313, 0.22234)
S (-0.77236, -2.27282, 0.38673)
Br (-2.01488, 1.20596, 1.05912)
H (1.00853, 0.86767, -0.28416)
H (1.51310, -0.50983, 0.38601)

Record 5
The following is a quantum chemistry calculation of C25H31F3N2O4S in the gas phase, from the OMol25 dataset.

- highest occupied orbital energy (eV) = -9.0
- gap between HOMO and LUMO (eV) = 9.5
- structure (SMILES) = Cc1ccc(S(=O)(=O)N2CCC(=O)N([C@@H](COCc3ccc(C(F)(F)F)cc3)C(C)C)CC2)cc1

Element x y z (Å)
C (-2.80269, -7.25263, 1.32642)
C (-2.28629, -5.85840, 1.15392)
C (-0.96040, -5.55172, 1.44142)
C (-0.47791, -4.26671, 1.26154)
C (-1.32889, -3.28497, 0.79404)
S (-0.73692, -1.61707, 0.56031)
O (-1.12254, -1.16079, -0.74943)
O (0.65585, -1.57055, 0.89303)
N (-1.69892, -0.80629, 1.65353)
C (-1.46156, -1.11581, 3.04189)
C (-0.78082, 0.00645, 3.83137)
C (0.36310, 0.60965, 3.02596)
O (1.52187, 0.41603, 3.32891)
N (-0.01383, 1.38274, 1.97811)
C (1.02816, 1.97980, 1.15243)
C (0.86530, 1.56716, -0.31359)
O (-0.13032, 2.34777, -0.95597)
C (-0.59580, 1.76257, -2.15609)
C (0.49323, 1.63245, -3.19176)
C (0.91773, 0.37895, -3.61209)
C (1.93522, 0.25814, -4.54180)
C (2.54079, 1.40173, -5.04315)
C (3.62903, 1.30658, -6.07214)
F (4.13809, 0.07358, -6.20092)
F (4.66644, 2.11964, -5.80303)
F (3.19580, 1.66193, -7.30055)
C (2.13377, 2.66182, -4.62020)
C (1.11283, 2.77050, -3.69641)
C (1.11040, 3.50614, 1.34534)
C (1.24086, 3.84409, 2.82922)
C (2.30019, 4.07423, 0.57502)
C (-1.39630, 1.69876, 1.70541)
C (-2.25170, 0.47127, 1.29373)
C (-2.64886, -3.56609, 0.49807)
C (-3.12364, -4.85200, 0.67838)
H (-3.84098, -7.24495, 1.64922)
H (-2.75191, -7.78414, 0.37599)
H (-2.20834, -7.80174, 2.05188)
H (-0.30118, -6.32462, 1.80780)
H (0.54753, -4.00769, 1.47425)
H (-2.41791, -1.37819, 3.51505)
H (-0.82097, -1.99989, 3.04551)
H (-1.50377, 0.77689, 4.10211)
H (-0.35722, -0.40828, 4.74641)
H (1.95817, 1.52840, 1.51548)
H (1.82471, 1.68681, -0.83401)
H (0.59580, 0.50678, -0.35082)
H (-1.38019, 2.43673, -2.51429)
H (-1.02422, 0.77301, -1.95056)
H (0.44941, -0.50348, -3.20228)
H (2.26423, -0.71544, -4.87077)
H (2.61805, 3.54264, -5.01387)
H (0.79224, 3.74332, -3.35514)
H (0.19770, 3.96247, 0.95056)
H (1.36425, 4.91659, 2.96161)
H (2.10448, 3.33844, 3.25411)
H (0.35981, 3.53245, 3.38487)
H (2.16547, 3.94825, -0.49497)
H (2.40190, 5.13749, 0.78096)
H (3.21957, 3.57684, 0.87522)
H (-1.40654, 2.41595, 0.88586)
H (-1.84513, 2.18161, 2.58294)
H (-3.25222, 0.55554, 1.73317)
H (-2.34959, 0.43728, 0.20838)
H (-3.28085, -2.77566, 0.12579)
H (-4.15356, -5.08235, 0.44862)